Entry 1:
Density functional theory data (the ωB97M-V functional and the def2-TZVPD basis) for C17H31F5P2Zn as an isolated structure.

- net charge = 0
- spin multiplicity = 1
- LUMO level (eV) = -1.29
- HOMO (eV) = -4.27

Atoms and positions in Å:
1 P 0.235938 -1.891179 -2.092911
2 P 0.225447 2.055356 -1.514443
3 C -0.040527 -0.355188 -2.991030
4 C 0.910588 0.802661 -2.614133
5 H -1.103637 -0.057460 -2.897171
6 H 0.092838 -0.616760 -4.054977
7 H 1.855759 0.425370 -2.170723
8 H 1.189931 1.330874 -3.545862
9 C -0.897263 3.062628 -2.546726
10 H -1.316500 3.876499 -1.936925
11 H -1.730716 2.455101 -2.934885
12 H -0.340970 3.487563 -3.400930
13 C 1.576955 3.105440 -0.958363
14 H 1.682823 3.951976 -1.660741
15 H 2.527955 2.540505 -0.957884
16 H 1.377835 3.500586 0.051445
17 C -1.014969 -3.036820 -2.701072
18 H -1.264514 -3.779675 -1.927047
19 H -0.577020 -3.509711 -3.591781
20 H -1.909125 -2.464536 -2.984268
21 C 1.882762 -2.544066 -2.460746
22 H 2.659001 -1.763390 -2.467217
23 H 1.829563 -3.014092 -3.453184
24 H 2.158622 -3.306477 -1.715030
25 Zn 2.357765 0.739116 3.341689
26 C -0.987055 1.264477 -0.340646
27 C -2.153252 0.608100 -0.913022
28 C -2.752602 -0.674992 -0.603287
29 C -2.321738 -1.528476 0.684801
30 C -1.143227 -2.323319 0.450446
31 C 0.041681 -1.923463 -0.328867
32 C 0.738134 -0.638537 0.313853
33 C -0.159549 0.515139 0.759187
34 C 1.764652 -1.130994 3.619396
35 H -1.314241 2.207369 0.155630
36 H -2.819603 1.302289 -1.465155
37 H -2.686446 -1.352582 -1.485156
38 H -3.846180 -0.521339 -0.505940
39 H -2.289378 -0.856398 1.569219
40 H -3.165271 -2.224160 0.881778
41 H -1.144873 -3.333840 0.862574
42 H 0.743151 -2.753232 -0.107450
43 H 1.541774 -0.262525 -0.329748
44 H 1.271308 -0.983139 1.214600
45 H -0.836257 0.132304 1.539945
46 H 0.504386 1.227002 1.296776
47 H 2.595061 -1.749859 3.975749
48 H 1.312426 -1.610095 2.750492
49 H 0.995035 -1.125645 4.403882
50 F -0.356949 1.610252 3.523431
51 C 0.840891 1.862516 4.182843
52 F 1.150651 3.189457 3.983934
53 C 0.601599 1.588589 5.664823
54 F 0.008387 0.372569 5.838527
55 F 1.744094 1.598916 6.410166
56 F -0.245138 2.519283 6.182110

Cartesian forces (eV/Å) of the 3 atoms listed first:
P -1.4 -0.3 -0.5
P -1.1 -0.9 -0.7
C 0.1 0.1 -1.0

Results of the Löwdin charge analysis, in e, for atoms 1 through 4:
1. P 0.907
2. P 0.912
3. C -0.318
4. C -0.333


Entry 2:
Density functional theory data (the ωB97M-V functional and the def2-TZVPD basis) for C6H11NO2 as an isolated structure.

- net charge = 0
- spin multiplicity = 1
- LUMO level (eV) = 0.52
- HOMO (eV) = -9.26

Atoms and positions in Å:
1 C 1.911607 -0.667440 0.482752
2 C 0.180190 1.087218 -0.334812
3 C -0.660138 -0.172426 1.900285
4 C 0.622705 1.056162 -1.780871
5 C -1.180033 -1.050926 -0.439345
6 C -0.113397 -0.509525 0.513800
7 O -2.433488 -0.765458 -0.029338
8 N 0.912297 -1.483233 0.584676
9 O -0.959660 -1.640750 -1.462737
10 H -3.055416 -1.134887 -0.674424
11 H 2.764889 -1.036228 -0.081367
12 H 2.190481 0.249789 1.009400
13 H 0.841805 1.677823 0.296415
14 H -0.819806 1.504542 -0.234783
15 H -1.033100 -1.087339 2.357139
16 H 0.130759 0.231501 2.526256
17 H -1.480699 0.536172 1.848512
18 H 0.069456 0.316381 -2.356182
19 H 0.420168 2.021822 -2.248445
20 H 1.691380 0.866803 -1.876930

Cartesian forces (eV/Å) of the 3 atoms listed first:
C 2.6 -3.4 0.1
C -1.0 -2.0 1.4
C -0.3 0.0 -0.4

Results of the Löwdin charge analysis, in e, for atoms 1 through 4:
1. C -0.038
2. C -0.138
3. C -0.037
4. C -0.105


Entry 3:
Density functional theory data (the ωB97M-V functional and the def2-TZVPD basis) for a 7-piece molecular cluster, C50H75N11O4PS2 overall.

- net charge = +1
- spin multiplicity = 1
- LUMO level (eV) = -4.00
- HOMO (eV) = -9.45

Atoms and positions in Å:
1 C 2.548295 5.572483 1.081158
2 C 2.814226 4.876838 2.429670
3 C 1.772096 3.802126 2.791315
4 C 2.318106 2.801090 3.820865
5 C 2.841398 1.450653 3.293955
6 C 1.889066 0.610085 2.464789
7 C 0.780715 0.065356 3.109210
8 C 0.487290 0.286708 4.569546
9 C -0.707687 1.246102 4.856932
10 O -1.576164 1.464084 3.776329
11 C -1.409701 2.720748 3.120456
12 C -2.718415 3.463435 2.936934
13 C -0.119628 -0.781716 2.429986
14 C -1.271981 -1.405624 3.148392
15 C -0.989930 -2.876585 3.542944
16 N -2.229050 -3.444986 4.049115
17 C 0.116702 -1.059472 1.077369
18 C -0.861407 -1.928958 0.328884
19 C -1.914769 -1.119488 -0.513385
20 C -2.071763 0.323682 -0.045313
21 O -3.178435 -1.769559 -0.367088
22 C 1.245457 -0.516682 0.442272
23 C 1.496896 -0.818150 -1.005235
24 C 0.984178 0.361991 -1.854718
25 C 1.288625 0.253992 -3.345173
26 S -0.046598 1.011709 -4.292546
27 C 0.172000 2.711129 -3.859198
28 S 1.597806 3.460294 -4.040586
29 N -0.954685 3.318153 -3.341838
30 C -1.184483 4.663874 -3.218709
31 C -2.398396 4.795686 -2.621958
32 N -2.937516 3.550130 -2.368348
33 C -2.077903 2.682873 -2.805585
34 N 2.118987 0.307265 1.129165
35 P 3.611273 0.986932 0.423586
36 N 3.572276 2.507895 0.512260
37 O 4.804271 0.215423 1.154527
38 O 3.751287 0.492998 -1.064863
39 H 3.381596 5.449528 0.402030
40 H 1.679487 5.117484 0.617245
41 H 2.341275 6.623201 1.239973
42 H 2.812015 5.620984 3.222336
43 H 3.806056 4.432074 2.468033
44 H 1.415895 3.330500 1.880285
45 H 0.935577 4.354727 3.208462
46 H 1.589644 2.669552 4.613291
47 H 3.173776 3.281018 4.287715
48 H 3.798840 1.639002 2.834544
49 H 3.055662 0.841428 4.169732
50 H 1.337014 0.642348 5.135211
51 H 0.234976 -0.686107 4.971627
52 H -1.291659 0.760962 5.636971
53 H -0.337666 2.170473 5.292496
54 H -1.010517 2.510824 2.125963
55 H -0.736991 3.376856 3.662618
56 H -3.420782 2.932634 2.308073
57 H -2.452158 4.417741 2.487004
58 H -3.143391 3.705597 3.906417
59 H -1.562315 -0.893943 4.044758
60 H -2.113775 -1.434419 2.467409
61 H -0.598537 -3.437965 2.695982
62 H -0.238943 -2.867325 4.328944
63 H -2.724052 -3.955575 3.333492
64 H -2.062610 -4.064942 4.826150
65 H -0.343448 -2.618636 -0.324691
66 H -1.438825 -2.551045 0.989668
67 H -1.673263 -1.190869 -1.568993
68 H -2.940212 0.732486 -0.556270
69 H -1.222313 0.954499 -0.276225
70 H -2.300120 0.340811 1.017953
71 H -3.597243 -1.399053 0.415704
72 H 2.530824 -1.050982 -1.204326
73 H 0.941348 -1.675460 -1.349072
74 H -0.093074 0.313662 -1.756792
75 H 1.294310 1.328061 -1.463297
76 H 2.215173 0.782963 -3.547437
77 H 1.387431 -0.773754 -3.677997
78 H -0.533334 5.459367 -3.517223
79 H -2.891645 5.711954 -2.370102
80 H -2.166965 1.616791 -2.758707
81 H 4.330268 2.891860 1.057522
82 H 4.552032 -0.118485 2.023876
83 H 4.655306 0.213462 -1.267210
84 N 1.527669 -4.987556 1.516154
85 C 2.012595 -5.903056 2.413665
86 C 1.873282 -7.146128 1.859225
87 C 1.283927 -6.976978 0.576112
88 C 1.084371 -5.636226 0.391265
89 H 1.498909 -3.996053 1.659922
90 H 2.411265 -5.592486 3.364223
91 H 2.160791 -8.075512 2.320403
92 H 1.034453 -7.751491 -0.129520
93 H 0.664523 -5.092202 -0.438568
94 N -3.676570 0.195509 7.294262
95 C -4.112183 0.530836 8.548604
96 C -4.768130 -0.552320 9.065493
97 C -4.725476 -1.582854 8.086071
98 C -4.045757 -1.092476 7.004603
99 H -3.172429 0.803332 6.678143
100 H -3.919025 1.505576 8.962109
101 H -5.229019 -0.602914 10.037187
102 H -5.148681 -2.569633 8.167969
103 H -3.795712 -1.545238 6.058626
104 N 2.741705 -6.844863 -2.677874
105 C 2.731772 -8.208803 -2.571279
106 C 2.239528 -8.721838 -3.740728
107 C 1.941979 -7.622300 -4.589730
108 C 2.264505 -6.478963 -3.906674
109 H 3.048659 -6.213224 -1.961856
110 H 3.075204 -8.694628 -1.674372
111 H 2.107704 -9.766472 -3.964678
112 H 1.535342 -7.668934 -5.587038
113 H 2.194839 -5.441100 -4.188594
114 N -5.503044 2.633840 -0.497401
115 C -5.926549 2.985079 0.754916
116 C -6.603771 1.923395 1.291579
117 C -6.585846 0.881804 0.325243
118 C -5.898461 1.350595 -0.762696
119 H -4.975101 3.222533 -1.119084
120 H -5.706592 3.958850 1.158508
121 H -7.053359 1.892663 2.269734
122 H -7.016769 -0.100574 0.422247
123 H -5.650154 0.874391 -1.696423
124 N 1.479373 8.211867 -5.349015
125 C 1.562675 6.857121 -5.531748
126 C 1.266152 6.591930 -6.841782
127 C 0.995996 7.835581 -7.474944
128 C 1.137268 8.814232 -6.528929
129 H 1.644408 8.690411 -4.483787
130 H 1.824563 6.201392 -4.719414
131 H 1.246436 5.615920 -7.297383
132 H 0.730279 7.991981 -8.506514
133 H 1.024922 9.882563 -6.594047
134 N 2.923555 -5.858810 -7.459450
135 C 3.824074 -6.157521 -8.444043
136 C 3.467241 -5.459620 -9.566691
137 C 2.305225 -4.706843 -9.245824
138 C 1.996023 -4.973935 -7.939013
139 H 2.938871 -6.231749 -6.527044
140 H 4.637378 -6.838672 -8.262581
141 H 3.980267 -5.485355 -10.513009
142 H 1.760062 -4.047655 -9.900067
143 H 1.197737 -4.613218 -7.312724

Cartesian forces (eV/Å) of the 3 atoms listed first:
C -0.1 -0.4 0.6
C -0.1 -0.1 -0.2
C 0.5 0.5 0.0

Results of the Löwdin charge analysis, in e, for atoms 1 through 4:
1. C -0.096
2. C -0.262
3. C -0.220
4. C -0.150


Entry 4:
Density functional theory data (the ωB97M-V functional and the def2-TZVPD basis) for a 8-piece molecular cluster, C21H43NO13S4 overall.

- net charge = 0
- spin multiplicity = 1
- LUMO level (eV) = 0.26
- HOMO (eV) = -8.24

Atoms and positions in Å:
1 C 0.595764 -4.044906 1.425948
2 C 0.266350 -4.638164 0.052973
3 O 1.550257 -4.770212 -0.538534
4 C 2.504796 -4.663055 0.391845
5 O 3.675888 -4.758100 0.197622
6 O 1.971272 -4.343356 1.588022
7 H 0.021283 -4.494829 2.238505
8 H 0.389057 -2.976433 1.517287
9 H -0.330035 -3.920920 -0.507782
10 H -0.300118 -5.560053 0.180227
11 C -2.768035 -4.654006 4.385439
12 C -4.241102 -4.977602 4.157029
13 O -4.296481 -5.052428 2.724515
14 C -3.282303 -4.319541 2.215293
15 O -3.242524 -3.946493 1.083733
16 O -2.395467 -3.996313 3.150119
17 H -2.123764 -5.533141 4.364545
18 H -2.614916 -4.022121 5.254267
19 H -4.870748 -4.121465 4.407755
20 H -4.575619 -5.894339 4.630331
21 C -3.505303 3.170445 -1.571682
22 C -3.232317 2.503139 -0.231404
23 O -1.866839 2.868504 0.055897
24 C -1.311436 3.414702 -1.055367
25 O -0.164776 3.732826 -1.167971
26 O -2.199563 3.485563 -2.044334
27 H -4.103538 4.084555 -1.569659
28 H -4.090213 2.512684 -2.217586
29 H -3.249223 1.422339 -0.368528
30 H -3.877452 2.902551 0.545972
31 C -2.429916 -0.172595 -5.538981
32 C -1.780417 0.841372 -4.608222
33 C -1.650415 0.281884 -3.178246
34 C -2.880286 -0.295050 -2.654564
35 N -3.862645 -0.687685 -2.205386
36 H -3.485830 -0.279660 -5.277123
37 H -1.972023 -1.151171 -5.401003
38 H -2.387355 0.182862 -6.566929
39 H -2.202220 1.844950 -4.621339
40 H -0.742425 0.952280 -4.934803
41 H -1.384230 1.058071 -2.461019
42 H -0.879363 -0.487211 -3.113804
43 C 0.726270 0.496387 0.930641
44 S -0.175681 -0.453281 -0.332339
45 O 0.575917 -1.736073 -0.579743
46 C -1.512170 -0.968967 0.788648
47 H 1.755630 0.748461 0.674174
48 H 0.765855 -0.087719 1.858388
49 H 0.230379 1.403054 1.287490
50 H -2.361835 -1.413455 0.277968
51 H -1.754671 -0.087301 1.380454
52 H -1.001818 -1.741083 1.364984
53 C 4.949415 2.426508 1.168829
54 S 3.731550 2.888191 -0.124717
55 O 2.966243 1.607723 -0.377708
56 C 2.558228 3.717744 1.006571
57 H 4.531573 1.545185 1.647398
58 H 5.050455 3.223089 1.914633
59 H 5.973572 2.359943 0.806590
60 H 2.174956 2.991318 1.717541
61 H 1.730261 4.019475 0.365088
62 H 3.113903 4.575211 1.387598
63 C 5.300987 -2.417367 -4.089228
64 S 5.165939 -2.111781 -2.291538
65 O 5.470381 -0.634223 -2.117569
66 C 3.350267 -2.254903 -2.293395
67 H 6.331464 -2.317649 -4.420741
68 H 4.697234 -1.729366 -4.680831
69 H 4.872797 -3.411588 -4.229632
70 H 2.948255 -1.966403 -1.325295
71 H 2.917909 -3.203550 -2.618980
72 H 2.895112 -1.577152 -3.022475
73 C -1.086998 4.813010 2.515791
74 S -0.645275 6.163214 3.652191
75 O -0.892627 5.666555 5.044551
76 C 1.137626 6.101269 3.340041
77 H -0.928279 5.119315 1.479514
78 H -2.109658 4.445228 2.570642
79 H -0.451112 3.943148 2.697403
80 H 1.501195 5.153352 3.730434
81 H 1.512035 6.963068 3.888820
82 H 1.308943 6.243536 2.274751

Cartesian forces (eV/Å) of the 3 atoms listed first:
C -0.9 -0.2 0.6
C -0.7 1.1 0.8
O -0.3 -0.7 -0.5

Results of the Löwdin charge analysis, in e, for atoms 1 through 4:
1. C -0.133
2. C -0.114
3. O 0.067
4. C -0.584


Question: Look up the LUMO level of the first one.
Answer: -1.29 eV